1.
The molecule C5H4O2, computed with wB97M-V/def2-TZVPD.

## Properties
**Total charge**: 0
**LUMO level**: -0.90 eV
**Highest occupied orbital energy**: -8.85 eV

Geometry (Å):
O: -0.49 2.29 -0.48
C: -0.29 1.14 -0.19
C: -1.25 -0.03 -0.17
C: -0.54 -1.31 0.23
C: 0.88 -0.94 0.27
C: 1.08 0.57 0.26
O: 2.05 1.21 0.57
H: -2.01 0.11 0.62
H: -1.83 -0.13 -1.09
H: 0.83 -1.34 -0.79
H: 1.62 -1.56 0.78

These are the Mulliken partial charges, in e, on atoms 1 to 6:
1 O -0.501
2 C 0.386
3 C -0.259
4 C -0.727
5 C -0.331
6 C 0.540


2.
C5H4O2P2 as an isolated structure in a non-equilibrium geometry, computed with wB97M-V/def2-TZVPD.

## Properties
**Total charge**: 0
**LUMO level (alpha / beta)**: -0.82 / -0.82 eV
**Highest occupied orbital energy (alpha / beta)**: -8.34 / -8.34 eV

Geometry (Å):
C: 0.83 0.07 1.53
C: 1.55 -0.60 0.62
C: -0.44 0.49 1.04
C: -0.47 -0.23 -0.57
C: 0.88 -0.78 -0.72
O: -2.47 1.29 -0.14
O: -2.44 0.47 -2.57
P: -1.81 1.42 1.38
P: -1.61 0.72 -1.40
H: 1.17 0.29 2.53
H: 2.52 -1.01 0.79
H: 1.45 -0.30 -1.52
H: 0.84 -1.85 -0.97

These are the Mulliken partial charges, in e, on atoms 1 to 6:
1 C -0.378
2 C -0.438
3 C 0.305
4 C -0.095
5 C -0.323
6 O -0.264


3.
The molecule C5H4S in a non-equilibrium geometry, computed with wB97M-V/def2-TZVPD.

## Properties
**Total charge**: 0
**LUMO level**: -2.07 eV
**SMILES**: S=C1C=CC=C1
**Highest occupied orbital energy**: -8.73 eV

Geometry (Å):
C: -0.25 0.23 0.23
C: 0.38 -1.11 0.24
C: 1.64 -0.90 -0.12
C: 1.84 0.52 -0.28
C: 0.68 1.30 0.24
H: 0.01 -2.18 0.28
H: 2.46 -1.51 -0.19
H: 2.81 1.15 -0.10
H: 0.43 2.44 0.06
S: -1.96 -0.01 -0.12

These are the Mulliken partial charges, in e, on atoms 1 to 6:
1 C 0.288
2 C -0.366
3 C -0.465
4 C -0.200
5 C -0.456
6 H 0.344


Number 1: calculated total energy -343.253739 Eh. Number 2: calculated total energy -1026.067566 Eh. Number 3: calculated total energy -590.961567 Eh.